{
  "formula": "C3H13N2",
  "method": "ωB97M-V with the def2-TZVPD basis set",
  "elements": ["C", "C", "N", "H", "H", "H", "H", "H", "H", "H", "C", "N", "H", "H", "H", "H", "H", "H"],
  "coordinates": [[1.58079, 1.05107, -1.22797], [1.19720, -0.42892, -1.37284], [-0.31715, -0.58348, -1.14899], [1.21594, 1.46332, -0.29543], [2.68137, 1.14673, -1.16676], [1.19514, 1.75382, -2.02627], [1.38490, -0.79873, -2.37625], [1.65111, -1.10944, -0.62187], [-0.83064, -0.00751, -1.83432], [-0.61313, -1.54471, -1.30127], [-1.61065, -0.59456, 1.99809], [-0.65851, 0.49878, 1.51148], [-2.62099, -0.30747, 1.64784], [-1.24265, -1.55964, 1.55389], [-1.60557, -0.66409, 3.12371], [-1.09407, 1.40414, 1.68727], [-0.53577, -0.29519, -0.16872], [0.22267, 0.57589, 2.01840]],
  "e_homo_ev": -14.22,
  "lumo_ev": -3.20,
  "total_charge": 1,
  "spin_multiplicity": 1
}

=====

{
  "formula": "C4H4ORh",
  "method": "ωB97M-V with the def2-TZVPD basis set",
  "elements": ["H", "C", "C", "C", "C", "O", "Rh", "H", "H", "H"],
  "coordinates": [[-1.73538, -0.54085, 0.16696], [-1.41293, -0.85165, -0.93950], [-0.14481, -0.11051, -0.97340], [0.31126, 0.35187, 0.21962], [1.09169, 0.59315, 1.18332], [1.85764, 0.73717, 2.09119], [3.35426, 1.72538, 2.76897], [-1.27228, -1.93622, -0.93728], [-2.09146, -0.47423, -1.71896], [0.04200, 0.50588, -1.86091]],
  "e_homo_ev": [-17.12, -19.63],
  "s_squared": 8.77,
  "lumo_ev": [-9.88, -13.93],
  "total_charge": 2,
  "spin_multiplicity": 6
}